[1]
The molecule C6H12O, computed with the ωB97M-V functional and the def2-TZVPD basis.

Structure (XYZ):
```
19
Properties=species:S:1:pos:R:3:forces:R:3:lowdin_charge:R:1
C -1.6082 -1.6014 0.2892 -0.06 -0.03 0.01 -0.108
C -0.6475 -0.4755 0.6746 -0.03 0.07 0.07 -0.241
C 0.1416 0.1109 -0.5007 0.06 -0.23 -0.03 -0.443
C -0.7365 0.7317 -1.5715 0.09 0.09 0.01 -0.077
C 1.2025 1.1166 -0.0034 0.15 -0.35 0.12 -0.207
C 2.2670 0.2170 0.5675 0.19 0.67 0.23 -0.079
O 2.5602 0.6323 1.7864 0.06 -0.53 -0.09 0.010
H -1.0885 -2.4212 -0.2265 -0.08 0.22 0.09 0.080
H -2.4176 -1.2453 -0.3594 0.19 -0.07 0.08 0.065
H -2.0784 -2.0192 1.1849 0.05 0.02 -0.11 0.069
H 0.0511 -0.8493 1.4398 -0.11 0.09 -0.21 0.104
H -1.2104 0.3398 1.1512 0.04 -0.09 -0.01 0.116
H -1.4348 0.0115 -2.0237 0.13 0.33 0.23 0.075
H -1.2725 1.5797 -1.1208 -0.12 -0.17 -0.36 0.089
H -0.0720 1.1051 -2.3582 -0.31 0.07 -0.04 0.076
H 0.8032 1.8406 0.7318 0.09 -0.16 -0.29 0.120
H 1.6333 1.6564 -0.8716 -0.13 -0.28 0.39 0.124
H 0.7294 -0.7050 -0.9386 -0.19 -0.01 -0.10 0.124
H 3.1782 -0.0247 2.1490 -0.04 0.37 0.00 0.103
```
Forces are in eV/Å.

HOMO energy (eV): -8.523
Energy above the lowest of the compared OMol25 structures with the same formula, charge and spin (kJ/mol): 255.8
Electronic energy (Ha): -310.9618
Gap between HOMO and LUMO (eV): 9.44

---

[2]
The molecule C6H12O at a distorted geometry, computed with the ωB97M-V functional and the def2-TZVPD basis.

Structure (XYZ):
```
19
Properties=species:S:1:pos:R:3:forces:R:3:lowdin_charge:R:1
C 0.4185 -1.6194 1.9740 0.03 0.28 0.18 -0.091
C 0.7320 -0.3532 1.1451 0.12 0.54 0.33 -0.233
C -0.1877 -0.1643 -0.0518 0.06 -0.06 -0.09 -0.366
C -0.0005 1.2793 -0.5096 0.17 0.45 0.46 -0.230
C -1.1078 1.7291 -1.4887 0.07 0.23 0.28 -0.088
C 0.2119 -1.0219 -1.2134 -0.24 -0.29 -0.15 -0.261
O -0.5299 -1.7017 -1.8779 0.34 0.14 0.16 0.065
H 0.9090 -1.5562 2.9455 -0.05 -0.06 0.06 0.064
H -0.6589 -1.7455 2.1409 0.20 0.21 0.02 0.073
H 0.7601 -2.5663 1.5158 -0.01 0.62 -0.12 0.080
H 0.6764 0.6944 1.6394 0.09 -2.26 0.32 0.121
H 1.7733 -0.4035 0.7896 -0.15 -0.01 0.03 0.113
H -1.2375 -0.3647 0.2090 0.25 0.07 -0.06 0.154
H 0.9785 1.3614 -1.0107 -0.16 -0.01 0.07 0.114
H 0.1763 1.8195 0.5027 -1.00 0.10 -2.12 0.124
H -0.9419 2.7569 -1.8152 -0.09 0.02 0.06 0.066
H -2.0979 1.6618 -1.0258 0.16 0.11 0.04 0.075
H -1.1723 1.1169 -2.4096 0.37 0.07 0.58 0.082
H 1.2985 -0.9224 -1.4594 -0.15 -0.17 -0.07 0.139
```
Forces are in eV/Å.

HOMO energy (eV): -9.695
Energy above the lowest of the compared OMol25 structures with the same formula, charge and spin (kJ/mol): 93.0
Electronic energy (Ha): -311.0239
Gap between HOMO and LUMO (eV): 10.78

---

[3]
The molecule C6H12O, computed with the ωB97M-V functional and the def2-TZVPD basis.

Structure (XYZ):
```
19
Properties=species:S:1:pos:R:3:forces:R:3:lowdin_charge:R:1
C -1.7147 0.6619 -0.7345 -0.05 0.00 -0.02 -0.077
C -0.3530 0.6387 -0.0350 0.02 0.00 0.06 -0.415
C 0.4872 1.8508 -0.4400 0.04 0.05 -0.03 -0.073
C 0.3606 -0.6685 -0.3298 -0.06 0.06 -0.10 -0.227
C 1.6446 -1.0347 0.3754 0.17 0.00 0.01 -0.057
C 0.3918 -1.7770 0.6928 0.13 -0.17 -0.24 -0.338
O -0.1270 -1.5484 1.9710 -0.30 -0.03 0.04 -0.016
H -2.3329 -0.1975 -0.4470 0.10 0.12 -0.03 0.077
H -2.2692 1.5761 -0.4941 0.08 -0.14 -0.02 0.077
H -1.5869 0.6279 -1.8245 -0.01 0.00 0.16 0.081
H -0.5172 0.6854 1.0494 0.03 0.03 -0.13 0.133
H -0.0459 2.7858 -0.2293 0.07 -0.14 -0.03 0.077
H 0.7154 1.8287 -1.5129 -0.04 -0.01 0.13 0.083
H 1.4375 1.8740 0.1044 -0.14 -0.02 -0.09 0.073
H 0.2812 -0.9950 -1.3676 0.03 0.04 0.15 0.142
H 2.4288 -1.5415 -0.1809 -0.15 0.11 0.10 0.104
H 1.9949 -0.3562 1.1510 -0.10 -0.12 -0.13 0.116
H 0.2942 -2.8054 0.3409 0.03 0.19 0.06 0.141
H -1.0893 -1.6051 1.9106 0.13 0.01 0.09 0.099
```
Forces are in eV/Å.

HOMO energy (eV): -9.682
Energy above the lowest of the compared OMol25 structures with the same formula, charge and spin (kJ/mol): 108.5
Electronic energy (Ha): -311.0179
Gap between HOMO and LUMO (eV): 10.63

---

[4]
C6H12O as an isolated structure, computed with the ωB97M-V functional and the def2-TZVPD basis.

Structure (XYZ):
```
19
Properties=species:S:1:pos:R:3:forces:R:3:lowdin_charge:R:1
C 1.2286 1.2905 0.8107 0.26 -0.02 -0.02 -0.058
C 0.4097 -0.6662 0.0683 -0.13 -0.12 -0.03 -0.178
C 1.6521 -1.0409 -0.6937 0.04 0.11 -0.01 -0.098
C -0.8067 -0.5728 -0.6359 0.35 -0.19 -0.11 -0.194
C -2.1538 -0.7203 0.0311 -0.05 0.02 0.04 -0.083
C -1.8083 0.7055 -0.0974 -0.29 0.09 0.00 -0.341
O -1.3195 1.3975 0.8901 0.03 -0.04 -0.01 -0.086
H 1.1106 2.2211 1.3920 -0.16 -0.22 -0.10 0.050
H 1.9353 0.6705 1.3662 -0.09 0.11 -0.15 0.032
H 1.6355 1.5716 -0.1640 -0.03 -0.12 0.15 0.042
H 0.3618 -1.0136 1.0983 0.00 0.12 -0.16 0.127
H 2.5639 -0.7651 -0.1588 -0.12 -0.04 -0.06 0.070
H 1.6649 -0.5572 -1.6756 0.00 -0.05 0.13 0.087
H 1.6796 -2.1268 -0.8596 -0.09 0.18 0.08 0.089
H -0.7623 -0.6168 -1.7211 -0.01 0.05 0.18 0.133
H -2.9454 -1.1177 -0.6002 0.14 0.09 0.08 0.112
H -2.1348 -1.1155 1.0448 0.00 0.06 -0.15 0.122
H -2.1798 1.2459 -0.9757 0.11 -0.13 0.13 0.143
H -0.1313 1.2103 0.8807 0.03 0.09 0.02 0.028
```
Forces are in eV/Å.

HOMO energy (eV): -9.052
Energy above the lowest of the compared OMol25 structures with the same formula, charge and spin (kJ/mol): 408.1
Electronic energy (Ha): -310.9038
Gap between HOMO and LUMO (eV): 9.77

---

[5]
A 2-piece molecular cluster, C6H12O overall, computed with the ωB97M-V functional and the def2-TZVPD basis.

Structure (XYZ):
```
19
Properties=species:S:1:pos:R:3:forces:R:3:lowdin_charge:R:1
C 0.2646 1.7845 0.8611 -0.05 0.04 -0.02 -0.038
C 1.2685 0.6684 0.9292 0.25 0.25 -0.09 -0.477
O 0.8165 -0.5072 1.4611 -0.12 0.04 -0.03 0.007
C -2.1263 -0.7288 0.0320 0.06 -0.12 -0.11 -0.040
C -1.2670 -1.5289 -0.5991 -0.19 0.07 0.06 -0.246
C -0.5521 -1.1962 -1.8758 0.01 0.05 0.00 -0.100
C 2.5430 0.7840 0.5606 -0.07 -0.02 0.05 0.041
H -0.5891 1.5104 0.2303 0.16 0.02 0.09 0.055
H 0.7130 2.6916 0.4502 -0.02 -0.14 0.07 0.081
H -0.1266 2.0064 1.8612 0.06 -0.04 -0.12 0.090
H -0.1388 -0.5683 1.3100 0.15 -0.01 0.02 0.053
H -2.6247 -1.0311 0.9499 0.05 -0.01 -0.15 0.063
H -2.3705 0.2593 -0.3549 0.03 -0.17 0.03 0.060
H -1.0550 -2.5113 -0.1758 -0.06 0.13 -0.05 0.105
H -0.9702 -1.7773 -2.7074 0.08 0.06 0.13 0.076
H -0.6407 -0.1337 -2.1248 -0.02 -0.15 0.05 0.075
H 0.5118 -1.4469 -1.8056 -0.15 0.05 0.02 0.077
H 2.9251 1.7294 0.1936 -0.08 -0.13 0.06 0.055
H 3.2224 -0.0574 0.6450 -0.09 0.10 -0.01 0.061
```
Forces are in eV/Å.

HOMO energy (eV): -8.625
Energy above the lowest of the compared OMol25 structures with the same formula, charge and spin (kJ/mol): 150.1
Electronic energy (Ha): -311.0021
Gap between HOMO and LUMO (eV): 9.62

---

[6]
The molecule C6H12O, computed with the ωB97M-V functional and the def2-TZVPD basis.

Structure (XYZ):
```
19
Properties=species:S:1:pos:R:3:forces:R:3:lowdin_charge:R:1
C 1.4710 1.1597 0.1826 0.03 0.05 0.01 -0.070
C 0.6854 -0.1545 0.1747 -0.02 -0.01 0.06 -0.421
C 1.5285 -1.3059 -0.3663 0.01 -0.04 -0.04 -0.072
C -0.6136 0.0390 -0.5804 0.10 0.07 -0.01 -0.231
C -1.8083 -0.8442 -0.3237 -0.11 -0.12 0.00 -0.053
C -1.7977 0.5543 0.1996 -0.12 0.00 -0.30 -0.337
O -1.6819 0.6658 1.5905 0.06 0.25 0.11 -0.020
H 0.8533 1.9888 0.5515 0.11 -0.12 -0.04 0.074
H 2.3613 1.0921 0.8174 -0.11 0.00 -0.10 0.079
H 1.7976 1.4246 -0.8312 -0.04 -0.05 0.13 0.083
H 0.4118 -0.3943 1.2090 0.08 0.00 -0.12 0.133
H 2.4241 -1.4444 0.2509 -0.11 0.00 -0.13 0.078
H 1.8541 -1.1129 -1.3960 -0.05 -0.02 0.12 0.081
H 0.9614 -2.2431 -0.3593 0.08 0.13 -0.01 0.077
H -0.5074 0.4082 -1.6026 0.00 -0.02 0.22 0.145
H -2.4663 -1.0798 -1.1554 0.11 0.02 0.16 0.103
H -1.7116 -1.6234 0.4286 0.03 0.11 -0.12 0.117
H -2.4548 1.2946 -0.2538 0.08 -0.13 -0.01 0.141
H -1.1388 1.4427 1.7778 -0.12 -0.12 0.05 0.093
```
Forces are in eV/Å.

HOMO energy (eV): -9.687
Energy above the lowest of the compared OMol25 structures with the same formula, charge and spin (kJ/mol): 108.3
Electronic energy (Ha): -311.0180
Gap between HOMO and LUMO (eV): 10.66

---

[7]
A 2-piece molecular cluster, C6H12O overall at a distorted geometry, computed with the ωB97M-V functional and the def2-TZVPD basis.

Structure (XYZ):
```
19
Properties=species:S:1:pos:R:3:forces:R:3:lowdin_charge:R:1
C -1.4558 -0.9878 -0.2875 -0.38 0.56 2.33 -0.175
C -1.7171 -1.9870 0.6324 0.38 2.35 -1.57 -0.002
C -1.6283 0.5174 -0.0071 0.81 0.52 -0.55 -0.216
C -0.5495 1.4785 -0.5491 1.72 -3.07 -0.41 -0.099
C 0.7208 0.9384 -0.7345 -2.48 -1.76 -0.46 -0.202
C 2.0285 1.5144 -0.6392 3.39 -0.08 0.27 -0.145
H -0.9765 -1.1795 -1.2025 -1.00 -0.56 -2.10 0.069
H -2.3864 -2.7962 0.3422 1.42 -0.86 0.28 0.053
H -1.2688 -1.7311 1.5904 -1.81 -0.23 0.80 0.038
H -2.5627 0.8718 -0.4678 -0.21 -0.75 -0.07 0.102
H -1.8156 0.7587 1.0616 0.42 -0.41 -0.34 0.113
H -0.8793 2.3570 -1.0784 0.30 1.18 1.22 0.091
H 0.8702 -0.1084 -1.2306 -0.99 1.01 2.21 0.133
H 2.8966 0.7538 -0.5301 -1.75 0.77 -0.37 0.108
H 2.1786 1.9845 -1.5700 0.87 1.02 -1.39 0.058
H 2.3065 2.2167 0.1426 -0.86 0.30 0.14 0.076
H 0.7573 -1.2083 1.7661 -1.13 0.14 0.30 -0.022
H 1.8319 -2.1938 1.2959 -0.40 2.56 0.39 0.097
O 1.6496 -1.1993 1.4658 1.68 -2.69 -0.69 -0.075
```
Forces are in eV/Å.

HOMO energy (eV): -7.850
Energy above the lowest of the compared OMol25 structures with the same formula, charge and spin (kJ/mol): 528.3
Electronic energy (Ha): -310.8581
Gap between HOMO and LUMO (eV): 8.53

---

[8]
The molecule C6H12O at a distorted geometry, computed with the ωB97M-V functional and the def2-TZVPD basis.

Structure (XYZ):
```
19
Properties=species:S:1:pos:R:3:forces:R:3:lowdin_charge:R:1
C -1.6124 -2.4287 -0.5544 0.21 -2.03 -3.87 -0.161
C -0.9765 -1.2908 0.1872 2.29 -0.69 1.03 -0.306
C -1.0728 0.0143 -0.5603 -3.92 -0.44 -0.93 -0.262
C 1.8756 1.6587 0.8066 3.05 1.40 -1.56 -0.227
O 2.8207 2.7485 0.4077 -1.40 0.10 0.78 -0.105
C 0.8422 1.6545 -0.2246 -3.31 -2.13 -1.62 -0.080
C -0.3814 1.0940 0.1074 4.00 1.44 -1.08 -0.106
H -2.6314 -2.4578 -1.0795 0.88 0.89 1.64 0.090
H -1.0223 -2.7980 -1.5644 -0.64 1.27 2.50 0.124
H -1.5062 -3.2755 0.0800 -0.42 -1.02 0.41 0.040
H 0.1142 -1.6320 0.3699 -1.28 0.68 -0.64 0.135
H -1.2856 -1.2122 1.2698 -0.42 0.11 -1.19 0.125
H -1.1897 -0.1577 -1.6297 2.10 0.23 -0.53 0.119
H -2.1718 0.1158 -0.5735 -0.37 0.78 1.05 0.115
H 1.4726 1.6699 1.8024 -0.20 0.74 0.66 0.106
H 2.5430 0.7716 0.7965 -0.83 -0.08 -0.36 0.126
H 3.7403 2.5521 0.5662 0.17 -0.47 0.37 0.057
H 1.0013 1.7719 -1.3355 0.75 -0.37 1.43 0.130
H -0.5597 1.2012 1.1283 -0.66 -0.39 1.89 0.080
```
Forces are in eV/Å.

HOMO energy (eV): -8.703
Energy above the lowest of the compared OMol25 structures with the same formula, charge and spin (kJ/mol): 350.6
Electronic energy (Ha): -310.9257
Gap between HOMO and LUMO (eV): 9.60